Record 1
The following is a DFT calculation (ωB97M-V/def2-TZVPD) of a structure of composition C12H15FN3O2PtS2.

The calculation puts the lowest unoccupied orbital energy (spin up / spin down) at 4.95 / 4.95 eV. For the gap between HOMO and LUMO (spin up / spin down), the calculation gives 4.17 / 5.84 eV. For the HOMO energy (spin up / spin down), the calculation gives 0.780 / -0.885 eV. For the relative energy (zero: lowest compared OMol25 entry of this formula, charge and spin), the calculation gives 1.4 kcal per mole. Its net charge is -2. As for the calculated total energy: -1796.53109 Ha. As for the spin multiplicity: 2.

Last column: Löwdin charge in e.
Element x y z (Å)
Pt 0.803 -0.618 0.498  0.67
O 2.773 -0.121 0.557  -0.36
N 3.558 -1.103 1.007  -0.20
C 4.824 -0.739 1.292  -0.04
C 5.752 -1.635 1.736  -0.10
C 5.352 -2.971 1.904  -0.11
C 4.063 -3.319 1.624  -0.11
C 3.111 -2.377 1.169  -0.68
S 1.506 -2.779 0.820  0.62
H 5.005 0.314 1.139  0.13
H 6.754 -1.298 1.962  0.08
H 6.051 -3.713 2.269  0.09
H 3.707 -4.331 1.760  0.10
C -1.569 -1.018 1.945  -0.27
O -1.123 -1.210 0.620  -0.59
H -2.439 -1.670 2.124  0.06
H -1.881 0.024 2.117  0.06
H -0.787 -1.254 2.677  0.05
F 1.813 -1.304 3.494  -0.79
C -3.998 -0.405 -1.610  -0.07
C -3.145 0.815 -1.644  -0.32
C -3.438 2.003 -2.271  -0.06
C -2.553 3.070 -2.178  -0.38
N -1.367 2.967 -1.458  0.03
C -1.113 1.830 -0.863  -0.80
S 0.322 1.663 0.120  0.53
N -1.948 0.748 -0.937  0.06
C -2.787 4.388 -2.841  -0.11
H -4.862 -0.283 -2.267  0.06
H -4.360 -0.621 -0.597  0.07
H -3.438 -1.292 -1.929  0.07
H -4.362 2.098 -2.834  0.09
H -1.701 -0.091 -0.359  0.04
H -3.758 4.412 -3.345  0.05
H -2.010 4.609 -3.584  0.06
H -2.757 5.209 -2.114  0.06

---

Record 2
The following is a DFT calculation (ωB97M-V/def2-TZVPD) of a structure of composition C34H30GeI2IrN2O3 at a distorted geometry.

The calculation puts the lowest unoccupied orbital energy at -3.69 eV. For the gap between HOMO and LUMO, the calculation gives 6.79 eV. For the HOMO energy, the calculation gives -10.477 eV. For the relative energy (zero: lowest compared OMol25 entry of this formula, charge and spin), the calculation gives 0.0 kcal per mole. Its net charge is +1. As for the calculated total energy: -4425.31189 Ha.

Last column: Löwdin charge in e.
Element x y z (Å)
Ir 0.060 -1.055 1.495  1.46
I 3.791 -6.822 3.915  0.91
C 2.896 -4.964 3.616  -0.73
C 3.655 -3.810 3.719  -0.21
C 3.056 -2.579 3.510  -0.64
I 4.202 -0.846 3.561  0.98
C 1.692 -2.474 3.234  -0.42
O 1.165 -1.232 3.117  -0.29
C 0.934 -3.660 3.106  -0.15
C -0.537 -3.677 2.722  -0.11
N -1.060 -2.302 2.699  -0.19
C -2.489 -2.104 2.391  -0.10
C -2.687 -0.614 2.343  -0.24
C -3.821 0.042 2.767  0.01
C -3.864 1.428 2.684  -0.02
C -2.777 2.120 2.187  -0.01
C -1.655 1.409 1.802  -0.06
N -1.622 0.075 1.874  -0.04
C 1.549 -4.888 3.302  -0.11
H 4.711 -3.867 3.943  0.09
H -1.107 -4.269 3.444  0.14
H -0.685 -4.113 1.732  0.13
H -0.880 -1.922 3.630  0.15
H -3.143 -2.582 3.122  0.14
H -2.679 -2.540 1.411  0.10
H -4.657 -0.521 3.159  0.13
H -4.743 1.962 3.021  0.12
H -2.777 3.198 2.114  0.12
H -0.764 1.889 1.413  0.12
H 0.966 -5.797 3.208  0.11
O 1.693 -1.977 0.548  -0.08
C 2.028 -0.840 0.042  -0.60
O 1.300 0.146 0.422  -0.17
C 3.063 -0.575 -0.989  -0.12
C 2.415 0.085 -2.228  -0.21
Ge 0.732 1.141 -2.103  1.02
C 0.854 2.667 -0.890  -0.28
C 1.983 2.893 -0.105  -0.10
C 2.067 4.000 0.727  -0.07
C 1.012 4.900 0.795  -0.08
C -0.119 4.695 0.018  -0.09
C -0.191 3.591 -0.822  -0.13
C 0.363 1.793 -3.894  -0.28
C -0.093 0.907 -4.870  -0.11
C -0.265 1.317 -6.184  -0.08
C 0.022 2.628 -6.541  -0.08
C 0.474 3.522 -5.581  -0.08
C 0.647 3.104 -4.269  -0.10
C -0.775 -0.044 -1.601  -0.25
C -0.629 -1.408 -1.308  -0.14
C -1.727 -2.208 -0.996  -0.09
C -2.999 -1.650 -0.933  -0.10
C -3.161 -0.303 -1.216  -0.06
C -2.063 0.483 -1.560  -0.09
H 3.582 -1.496 -1.249  0.13
H 3.788 0.087 -0.509  0.13
H 2.168 -0.691 -2.958  0.08
H 3.141 0.734 -2.719  0.08
H 2.810 2.195 -0.131  0.09
H 2.955 4.159 1.325  0.11
H 1.077 5.766 1.441  0.11
H -0.937 5.404 0.052  0.11
H -1.071 3.466 -1.445  0.10
H -0.337 -0.118 -4.604  0.10
H -0.622 0.617 -6.929  0.11
H -0.107 2.951 -7.565  0.11
H 0.695 4.546 -5.855  0.11
H 1.001 3.815 -3.530  0.10
H 0.328 -1.900 -1.437  0.10
H -1.588 -3.275 -0.859  0.12
H -3.860 -2.268 -0.708  0.11
H -4.152 0.135 -1.202  0.11
H -2.230 1.521 -1.822  0.10

---

Record 3
The following is a DFT calculation (ωB97M-V/def2-TZVPD) of a cluster of 12 separate species, C48H60N12 in total at a distorted geometry.

The calculation puts the lowest unoccupied orbital energy at 0.56 eV. For the gap between HOMO and LUMO, the calculation gives 8.61 eV. For the HOMO energy, the calculation gives -8.055 eV. For the relative energy (zero: lowest compared OMol25 entry of this formula, charge and spin), the calculation gives 332.8 kcal per mole. As for the calculated total energy: -2521.48125 Ha.

Last column: Löwdin charge in e.
Element x y z (Å)
C 13.159 -33.964 59.209  -0.02
C 12.685 -35.493 59.232  -0.07
C 13.280 -36.050 58.170  -0.21
N 13.884 -35.059 57.448  -0.07
C 13.835 -33.773 58.007  -0.12
H 12.919 -33.397 59.895  -0.02
H 12.032 -35.938 59.941  0.03
H 13.229 -37.225 57.817  0.17
H 14.445 -35.319 56.494  0.22
H 14.449 -32.854 57.673  0.14
C 8.773 -43.335 54.046  -0.14
C 9.915 -43.418 53.145  -0.10
C 10.663 -42.264 53.342  -0.14
N 10.033 -41.517 54.285  0.03
C 8.828 -42.081 54.545  -0.20
H 7.941 -44.029 54.075  0.09
H 10.338 -44.186 52.341  0.13
H 11.502 -41.922 52.978  0.05
H 10.410 -40.580 54.780  0.14
H 8.033 -41.774 55.208  0.10
C 9.424 -37.693 58.755  -0.02
C 8.934 -39.194 58.952  -0.05
C 8.274 -39.543 57.798  -0.16
N 8.188 -38.357 56.990  -0.01
C 8.946 -37.349 57.506  -0.17
H 9.957 -37.106 59.346  0.00
H 9.182 -39.905 59.760  0.08
H 7.815 -40.572 57.473  0.13
H 7.818 -38.547 56.071  0.11
H 9.016 -36.379 57.004  0.11
C 4.522 -36.899 60.592  -0.06
C 3.698 -36.862 59.285  -0.07
C 4.458 -37.558 58.294  -0.17
N 5.581 -37.906 58.940  -0.02
C 5.714 -37.467 60.218  -0.15
H 4.261 -36.322 61.386  0.04
H 2.655 -36.614 59.059  0.07
H 4.254 -37.523 57.205  0.09
H 6.223 -38.541 58.392  0.13
H 6.521 -37.743 60.851  0.09
C 8.375 -42.270 61.849  -0.08
C 7.779 -43.628 61.480  -0.12
C 6.453 -43.478 61.296  -0.11
N 6.263 -42.007 61.397  -0.04
C 7.315 -41.318 61.781  -0.17
H 9.308 -41.901 62.033  0.03
H 8.365 -44.703 61.307  0.15
H 5.699 -44.116 61.067  0.07
H 5.226 -41.796 61.427  0.17
H 7.271 -40.177 61.888  0.13
C 10.427 -44.072 59.198  -0.08
C 11.806 -44.478 58.487  -0.10
C 11.551 -44.440 57.175  -0.19
N 10.289 -43.843 56.936  0.03
C 9.645 -43.603 58.212  -0.13
H 10.247 -43.930 60.253  0.05
H 12.886 -44.770 58.895  0.12
H 12.210 -44.484 56.257  0.13
H 9.997 -43.574 56.076  0.03
H 8.646 -43.109 58.246  0.10
C 12.035 -38.832 53.962  -0.09
C 12.852 -39.629 54.944  -0.09
C 12.145 -39.715 56.209  -0.11
N 10.902 -39.146 55.872  -0.06
C 10.851 -38.572 54.647  -0.23
H 12.078 -38.613 52.866  0.11
H 13.853 -40.142 55.010  0.09
H 12.480 -40.095 57.227  0.13
H 10.255 -39.077 56.757  0.14
H 9.871 -38.040 54.329  0.13
C 10.182 -35.309 54.275  -0.16
C 9.461 -34.016 54.501  -0.09
C 9.887 -33.623 55.825  -0.16
N 10.762 -34.487 56.369  0.07
C 11.072 -35.434 55.313  -0.14
H 10.234 -35.846 53.245  0.12
H 8.715 -33.405 53.873  0.10
H 9.423 -32.802 56.483  0.13
H 11.190 -34.494 57.179  0.03
H 11.882 -36.100 55.236  0.07
C 8.625 -37.627 63.614  -0.12
C 9.040 -36.228 63.121  -0.07
C 10.257 -36.545 62.435  -0.19
N 10.514 -37.856 62.533  -0.01
C 9.615 -38.551 63.309  -0.14
H 7.752 -37.960 64.343  0.12
H 8.664 -35.180 63.414  0.11
H 10.731 -35.656 61.777  0.14
H 11.198 -38.213 62.011  0.09
H 9.843 -39.571 63.577  0.11
C 8.324 -32.323 59.603  -0.11
C 8.115 -33.743 59.142  -0.13
C 6.862 -33.934 58.583  -0.11
N 6.267 -32.673 58.796  -0.02
C 7.175 -31.642 59.381  -0.08
H 9.220 -31.891 59.904  0.06
H 8.895 -34.569 59.141  0.09
H 6.379 -34.838 58.046  0.13
H 5.386 -32.263 58.685  0.09
H 6.853 -30.627 59.531  0.09
C 5.973 -37.180 54.867  -0.08
C 5.230 -38.521 54.685  -0.12
C 5.864 -39.185 53.701  -0.17
N 6.782 -38.314 53.113  -0.02
C 6.944 -37.099 53.793  -0.10
H 5.501 -36.407 55.465  0.07
H 4.407 -38.798 55.398  0.08
H 5.499 -40.185 53.261  0.13
H 7.222 -38.453 52.209  0.14
H 7.861 -36.456 53.739  0.09
C 5.055 -41.566 56.854  -0.08
C 5.804 -42.692 57.665  -0.08
C 5.772 -43.881 57.001  -0.07
N 4.991 -43.574 55.835  -0.03
C 4.626 -42.223 55.714  -0.18
H 4.670 -40.567 57.082  0.06
H 6.263 -42.584 58.660  0.06
H 6.142 -44.697 57.160  0.01
H 4.771 -44.075 54.940  0.15
H 3.722 -41.897 54.961  0.16